Entry 1:
The following is a DFT calculation (ωB97M-V with the def2-TZVPD basis set) of a cluster of 2 separate species, C3H5FO2 in total in a non-equilibrium geometry.

Last column: Mulliken charge in e.
CARTESIAN COORDINATES (ANGSTROEM)
C -0.713 -0.421 -0.615  0.684
C -0.002 -1.309 0.330  -0.991
C -0.485 1.012 -0.692  -0.269
O -1.539 -0.786 -1.432  -0.476
O 1.486 1.141 1.032  -0.376
F 2.029 2.370 1.067  -0.116
H 0.184 -2.290 -0.037  0.365
H 0.901 -0.956 0.767  0.347
H -0.598 -1.673 1.246  0.279
H -1.176 1.567 0.006  0.270
H -0.087 1.345 -1.671  0.282

Properties
Spin multiplicity: 1
LUMO (spin up / spin down) in eV: -2.4 / -2.4
Orbital gap (spin up / spin down) in eV: 7.0 / 7.0

Entry 2:
The following is a DFT calculation (ωB97M-V with the def2-TZVPD basis set) of a structure of composition C12H30AlO8P2 in a non-equilibrium geometry.

Last column: Mulliken charge in e.
CARTESIAN COORDINATES (ANGSTROEM)
Al -23.050 4.107 10.932  1.195
C -25.132 7.858 5.773  -1.168
C -25.649 6.559 6.341  -0.094
O -25.052 6.264 7.617  -0.252
P -25.809 6.461 8.984  0.615
O -24.985 6.033 10.121  -0.454
O -27.219 5.835 8.815  -0.179
C -27.435 4.385 8.962  -0.022
C -28.932 4.148 8.937  -1.116
O -26.206 7.985 8.999  -0.179
C -25.393 9.066 9.526  -0.002
C -26.274 10.143 10.069  -1.228
H -25.260 7.885 4.691  0.411
H -25.634 8.737 6.193  0.280
H -24.051 7.952 5.919  0.339
H -26.744 6.535 6.351  0.280
H -25.398 5.726 5.666  0.411
H -27.031 3.961 8.035  0.298
H -26.943 4.046 9.870  0.219
H -29.458 5.068 9.178  0.309
H -29.234 3.820 7.943  0.343
H -29.209 3.352 9.626  0.356
H -24.722 8.646 10.276  0.253
H -24.781 9.399 8.673  0.357
H -27.115 9.746 10.636  0.329
H -25.611 10.759 10.691  0.391
H -26.650 10.866 9.343  0.373
C -27.169 8.371 14.762  -1.333
C -26.064 7.688 13.974  0.198
O -25.886 6.363 14.532  -0.253
P -24.516 5.615 14.538  0.774
O -23.902 5.240 13.256  -0.435
O -23.627 6.583 15.451  -0.132
C -22.223 6.783 15.318  -0.057
C -21.877 8.258 15.147  -1.286
O -24.875 4.453 15.507  -0.252
C -24.210 3.177 15.737  -0.071
C -22.850 3.354 16.404  -0.992
H -28.127 7.870 14.648  0.348
H -26.815 8.500 15.784  0.363
H -27.366 9.374 14.371  0.407
H -26.374 7.548 12.926  0.064
H -25.134 8.256 13.982  0.334
H -21.751 6.394 16.240  0.335
H -21.796 6.162 14.527  0.347
H -22.546 8.922 15.695  0.332
H -20.924 8.456 15.643  0.430
H -21.774 8.511 14.091  0.321
H -24.869 2.673 16.436  0.333
H -24.163 2.669 14.773  0.206
H -22.882 4.211 17.078  0.258
H -22.597 2.459 16.968  0.414
H -22.052 3.563 15.687  0.284

Properties
Spin multiplicity: 1
LUMO in eV: -16.7
Orbital gap in eV: 2.1
Total charge: +3

Entry 3:
The following is a DFT calculation (ωB97M-V with the def2-TZVPD basis set) of an isolated molecule of C6H3N in a non-equilibrium geometry.

Last column: Mulliken charge in e.
CARTESIAN COORDINATES (ANGSTROEM)
C 0.165 0.084 0.021  -0.919
C -1.089 0.769 0.008  0.286
C -2.120 1.404 -0.155  0.004
C -3.475 1.355 -0.126  0.030
C -4.382 0.546 0.081  -0.338
C -4.273 -0.815 0.108  0.524
N -3.622 -1.759 0.028  -0.405
H 0.773 0.533 0.880  0.281
H 0.649 0.135 -0.976  0.283
H -0.185 -0.961 0.357  0.253

Properties
Spin multiplicity: 1
Structure (SMILES): CC#CC#CC#N
LUMO (spin up / spin down) in eV: -0.5 / -0.5
Orbital gap (spin up / spin down) in eV: 9.0 / 9.0

Entry 4:
The following is a DFT calculation (ωB97M-V with the def2-TZVPD basis set) of a cluster of 2 separate species, C4H12N2 in total in a non-equilibrium geometry.

Last column: Mulliken charge in e.
CARTESIAN COORDINATES (ANGSTROEM)
C 2.611 0.940 -0.144  -0.276
N 2.820 0.197 0.897  -0.433
C 2.184 -1.053 1.238  -0.499
H 3.155 1.817 -0.272  0.302
H 1.889 0.693 -0.868  0.250
H 1.341 -1.376 0.554  0.157
H 1.864 -0.932 2.315  0.206
H 3.050 -1.793 1.269  0.288
C -1.887 1.029 0.345  -0.742
N -1.220 0.078 -0.593  -0.223
C -2.093 -0.689 -1.548  -0.705
H -1.867 2.254 0.157  0.212
H -2.977 0.959 0.564  0.282
H -1.343 0.982 1.326  0.249
H -0.743 -0.566 0.185  0.162
H -1.635 -0.477 -2.567  0.221
H -3.106 -0.321 -1.548  0.281
H -2.043 -1.742 -1.310  0.267

Properties
Spin multiplicity: 1
Structure (SMILES): C=NC.CNC
LUMO in eV: 0.9
Orbital gap in eV: 9.8